This record from the OMol25 dataset describes the molecule C9H10N4O. The level of theory is ωB97M-V/def2-TZVPD.

Geometry as XYZ:
```
24
Properties=species:S:1:pos:R:3:forces:R:3
C 1.237 -0.061 2.716 -0.959 3.693 2.667
C 0.498 -0.472 1.548 -2.570 -0.664 -2.650
C -0.965 -2.038 0.683 -2.272 -1.984 1.198
C -2.359 -3.075 -0.597 3.506 2.184 -0.772
C -0.373 -0.412 -0.731 3.620 6.664 -0.542
C 0.403 1.265 -2.305 -1.556 0.343 0.343
C 0.302 2.314 -1.156 0.941 2.612 -0.984
C 0.855 1.650 0.109 0.789 -2.258 -2.236
C 0.382 0.227 0.299 -0.337 -1.613 -0.411
H 2.310 -0.114 2.693 0.407 -0.472 -0.183
H 0.767 -0.576 3.592 0.869 0.330 -0.692
H 1.054 1.136 2.926 0.339 -2.763 -0.537
H -2.970 -3.799 -1.031 -1.185 -0.943 -0.254
H 1.337 0.754 -2.381 0.998 -0.110 0.365
H 0.167 1.542 -3.388 -0.236 -0.010 1.811
H -0.775 2.787 -1.139 2.101 -1.180 0.214
H 1.088 3.205 -1.252 -1.979 -1.538 -0.520
H 1.965 1.645 -0.048 -0.779 0.163 0.664
H 0.557 2.067 1.001 -0.206 1.878 1.840
N -0.340 -1.505 1.733 0.891 -0.873 -0.281
N -1.894 -3.073 0.651 0.636 0.976 0.759
N -1.743 -2.184 -1.458 -1.180 -0.959 1.401
N -0.927 -1.542 -0.574 -1.669 -2.487 -0.552
O -0.576 0.258 -1.892 -0.171 -0.990 -0.649
```
Positions in Å, forces in eV/Å.

The calculation puts the electronic energy at -17500.9790 eV. Its total charge is 0. Its SMILES is Cc1nc2ncnn2c2c1CCCO2.